## A
84
Properties=species:S:1:pos:R:3:lowdin_charge:R:1 method="wB97M-V/def2-TZVPD" e_homo_ev=-11.09 lumo_energy_ev=-3.8 homo_lumo_gap_ev=7.3365 total_charge=+1
Pb -0.226 0.380 -0.294 1.21
N -1.969 -0.093 2.870 0.16
C -0.641 -0.014 3.136 -0.40
N -0.271 -0.044 4.403 0.19
C 1.045 0.022 4.620 -0.41
N 1.474 0.009 5.881 0.20
N 1.984 0.090 3.650 0.20
C 1.508 0.128 2.431 -0.26
N 0.215 0.114 2.098 0.11
C 2.511 0.186 1.326 -0.19
C 3.861 0.061 1.593 0.03
C 4.755 0.104 0.535 0.00
C 4.278 0.276 -0.753 0.00
C 2.915 0.389 -0.943 -0.09
N 2.060 0.346 0.078 0.02
H -2.524 -0.425 3.644 0.12
H -2.238 -0.442 1.957 0.02
H 0.812 -0.090 6.629 0.12
H 2.460 0.005 6.070 0.12
H 4.184 -0.077 2.613 0.12
H 5.816 -0.003 0.717 0.12
H 4.941 0.309 -1.605 0.12
H 2.484 0.500 -1.929 0.12
O 0.319 2.293 -2.901 0.04
C 0.159 1.156 -3.304 -0.55
N 0.063 0.716 -4.577 0.18
C -0.139 -0.725 -4.673 -0.25
C -0.168 -1.085 -3.172 -0.41
O -0.348 -2.214 -2.752 -0.01
N 0.052 0.046 -2.452 0.05
C 1.053 -1.455 -5.281 -0.16
C 0.968 -2.833 -5.466 -0.02
C 2.049 -3.534 -5.974 -0.05
C 3.221 -2.867 -6.307 -0.08
C 3.308 -1.497 -6.125 -0.07
C 2.228 -0.791 -5.607 -0.03
C -1.460 -1.032 -5.366 -0.15
C -1.494 -1.107 -6.754 -0.02
C -2.700 -1.283 -7.415 -0.06
C -3.880 -1.395 -6.694 -0.07
C -3.849 -1.328 -5.309 -0.06
C -2.645 -1.144 -4.646 -0.01
H 0.030 1.347 -5.359 0.17
H 0.057 -3.355 -5.206 0.13
H 1.975 -4.605 -6.110 0.11
H 4.062 -3.416 -6.711 0.11
H 4.216 -0.970 -6.388 0.10
H 2.310 0.278 -5.464 0.11
H -0.573 -1.042 -7.321 0.12
H -2.717 -1.343 -8.495 0.11
H -4.819 -1.544 -7.209 0.11
H -4.764 -1.429 -4.740 0.11
H -2.639 -1.110 -3.563 0.10
C 0.782 3.196 0.096 -0.18
O -0.375 2.380 0.151 -0.42
H 1.252 3.171 -0.890 0.06
H 1.518 2.926 0.862 0.07
H 0.457 4.221 0.293 0.09
C -2.645 3.300 -2.051 0.01
N -2.916 3.264 -0.620 -0.05
C -3.024 2.172 0.132 -0.66
Se -2.941 0.385 -0.447 0.85
N -3.133 2.535 1.415 0.15
C -3.028 3.913 1.517 -0.16
C -3.037 4.775 2.605 0.01
C -2.893 6.120 2.327 -0.06
C -2.751 6.591 1.014 -0.06
C -2.748 5.732 -0.068 0.01
C -2.891 4.380 0.213 -0.15
H -2.976 2.365 -2.494 0.07
H -1.573 3.421 -2.215 0.09
H -3.201 4.123 -2.494 0.10
H -3.099 1.861 2.170 0.14
H -3.147 4.414 3.618 0.12
H -2.890 6.830 3.142 0.11
H -2.639 7.653 0.846 0.11
H -2.632 6.097 -1.080 0.12
F -0.169 -4.276 0.885 -0.36
Te 0.370 -3.163 -0.506 1.85
F -1.168 -3.906 -1.249 -0.35
F 1.266 -4.546 -1.314 -0.31
F 1.701 -2.841 0.803 -0.37
F 1.659 -2.113 -1.425 -0.36
O -0.578 -1.676 0.040 -0.66

## B
84
Properties=species:S:1:pos:R:3:lowdin_charge:R:1 method="wB97M-V/def2-TZVPD" e_homo_ev=-11.20 lumo_energy_ev=-4.3 homo_lumo_gap_ev=6.8660 total_charge=+1
Pb -0.076 -0.452 -0.126 1.20
N 3.419 -0.050 0.023 0.20
C 2.996 -0.342 1.253 -0.41
N 3.888 -0.441 2.230 0.19
C 3.400 -0.742 3.431 -0.41
N 4.261 -0.917 4.433 0.19
N 2.083 -0.887 3.731 0.20
C 1.282 -0.777 2.710 -0.27
N 1.665 -0.563 1.446 0.06
C -0.189 -0.903 2.974 -0.18
C -0.666 -0.930 4.265 0.03
C -2.038 -1.000 4.471 0.00
C -2.889 -1.067 3.385 -0.01
C -2.345 -1.052 2.117 -0.10
N -1.026 -0.967 1.925 0.01
H 4.380 0.236 -0.061 0.12
H 2.739 0.173 -0.716 0.06
H 5.242 -0.768 4.277 0.12
H 3.914 -1.094 5.358 0.12
H 0.039 -0.877 5.080 0.12
H -2.435 -0.993 5.478 0.13
H -3.962 -1.106 3.505 0.13
H -2.969 -1.092 1.235 0.12
O -2.532 -1.923 -2.134 0.01
C -2.784 -0.727 -1.993 -0.54
N -3.871 -0.085 -2.439 0.18
C -3.785 1.360 -2.275 -0.24
C -2.496 1.422 -1.436 -0.41
O -2.061 2.485 -0.972 -0.07
N -1.936 0.194 -1.349 0.10
C -4.923 1.954 -1.449 -0.17
C -4.981 3.331 -1.264 -0.03
C -5.967 3.882 -0.460 -0.05
C -6.901 3.064 0.161 -0.07
C -6.843 1.693 -0.020 -0.07
C -5.848 1.137 -0.815 -0.03
C -3.561 2.023 -3.641 -0.13
C -4.629 2.576 -4.337 -0.02
C -4.443 3.079 -5.618 -0.06
C -3.189 3.038 -6.211 -0.07
C -2.118 2.485 -5.520 -0.07
C -2.306 1.975 -4.244 -0.02
H -4.575 -0.543 -2.996 0.18
H -4.244 3.970 -1.732 0.13
H -5.995 4.953 -0.304 0.11
H -7.665 3.496 0.797 0.11
H -7.568 1.049 0.466 0.11
H -5.793 0.062 -0.937 0.11
H -5.609 2.616 -3.877 0.12
H -5.283 3.506 -6.153 0.11
H -3.045 3.436 -7.208 0.11
H -1.134 2.455 -5.972 0.11
H -1.456 1.553 -3.712 0.10
C 1.095 1.742 -1.871 -0.16
O 1.202 0.334 -1.602 -0.46
H 1.628 1.944 -2.802 0.09
H 1.520 2.355 -1.075 0.08
H 0.064 2.070 -2.014 0.05
C 3.553 -2.376 -2.509 0.00
N 2.263 -2.204 -3.163 -0.04
C 1.053 -2.394 -2.621 -0.66
Se 0.678 -2.941 -0.850 0.83
N 0.130 -2.111 -3.527 0.16
C 0.735 -1.668 -4.692 -0.16
C 0.215 -1.220 -5.901 0.01
C 1.130 -0.859 -6.869 -0.06
C 2.515 -0.939 -6.641 -0.06
C 3.026 -1.381 -5.437 0.01
C 2.100 -1.740 -4.465 -0.15
H 3.394 -2.608 -1.462 0.05
H 4.120 -1.450 -2.590 0.10
H 4.108 -3.184 -2.982 0.11
H -0.879 -2.154 -3.292 0.14
H -0.853 -1.157 -6.071 0.12
H 0.773 -0.506 -7.828 0.11
H 3.196 -0.645 -7.429 0.11
H 4.094 -1.438 -5.262 0.12
F -0.360 3.676 2.402 -0.37
Te -1.389 2.675 1.206 1.83
F -0.681 4.028 0.127 -0.36
F -2.821 3.798 1.415 -0.31
F -1.677 1.879 2.910 -0.37
F -2.801 1.368 0.997 -0.37
O -0.052 1.506 0.787 -0.59

Most stable structure, least stable structure: A, B.

## A
54
Properties=species:S:1:pos:R:3:lowdin_charge:R:1 method="wB97M-V/def2-TZVPD" e_homo_ev="-14.81 / -14.83" s_squared=0.7591 lumo_energy_ev="-8.0 / -7.7" spin_multiplicity=2 homo_lumo_gap_ev="6.7731 / 7.1011" total_charge=+2
Ru -0.696 0.287 0.106 1.38
C 1.624 -1.179 2.466 -0.13
C 1.537 0.340 2.329 -0.18
N 0.201 0.921 2.113 -0.12
C -0.758 0.858 3.222 -0.16
C -1.633 -0.367 3.096 -0.18
N -2.263 -0.415 1.762 -0.10
C -2.906 -1.726 1.554 -0.20
C -3.678 -1.896 0.246 -0.15
C -3.116 -1.217 -0.996 -0.18
N -1.656 -1.323 -1.156 -0.13
C -1.003 -2.626 -1.043 -0.16
C 0.491 -2.382 -0.995 -0.15
N 0.847 -1.456 0.091 -0.07
C 0.905 -2.050 1.435 -0.18
H 1.288 -1.504 3.453 0.12
H 2.693 -1.389 2.420 0.13
H 2.157 0.664 1.495 0.08
H 1.975 0.767 3.236 0.14
H 0.346 1.898 1.872 0.13
H -1.381 1.753 3.194 0.14
H -0.241 0.840 4.185 0.14
H -2.389 -0.359 3.885 0.15
H -1.040 -1.271 3.228 0.11
H -2.981 0.306 1.721 0.14
H -3.602 -1.926 2.374 0.14
H -2.118 -2.475 1.635 0.10
H -4.695 -1.522 0.363 0.13
H -3.763 -2.970 0.076 0.13
H -3.343 -0.149 -0.982 0.12
H -3.633 -1.637 -1.863 0.14
H -1.411 -0.898 -2.049 0.13
H -1.237 -3.271 -1.893 0.15
H -1.340 -3.127 -0.138 0.11
H 0.802 -1.921 -1.934 0.14
H 1.017 -3.334 -0.892 0.14
H 1.739 -1.015 -0.122 0.12
H 1.435 -3.007 1.398 0.14
H -0.116 -2.270 1.744 0.08
O -0.826 1.653 -1.744 -0.03
C 0.406 1.864 -1.726 -0.43
N 1.113 1.327 -0.717 0.04
C 2.467 1.635 -0.847 -0.39
O 3.341 1.257 -0.109 0.12
C 2.574 2.480 -2.084 -0.08
C 3.671 3.081 -2.649 0.03
C 3.464 3.800 -3.831 -0.02
C 2.201 3.904 -4.397 -0.03
C 1.088 3.301 -3.811 0.03
C 1.294 2.598 -2.643 -0.09
H 4.652 3.005 -2.201 0.13
H 4.307 4.280 -4.310 0.12
H 2.080 4.471 -5.310 0.12
H 0.107 3.392 -4.257 0.13

## B
54
Properties=species:S:1:pos:R:3:lowdin_charge:R:1 method="wB97M-V/def2-TZVPD" e_homo_ev="-15.01 / -15.23" s_squared=0.7544 lumo_energy_ev="-6.2 / -7.9" spin_multiplicity=2 homo_lumo_gap_ev="8.8204 / 7.3802" total_charge=+2
Ru 0.195 -0.379 -0.100 1.37
C -0.919 -1.575 2.994 -0.13
C -1.843 -1.636 1.775 -0.17
N -1.194 -1.885 0.455 -0.16
C -0.580 -3.236 0.317 -0.14
C 0.877 -3.187 0.719 -0.17
N 1.530 -2.078 -0.015 -0.15
C 2.915 -1.853 0.471 -0.18
C 3.727 -0.873 -0.383 -0.14
C 2.979 0.267 -1.079 -0.16
N 1.873 0.859 -0.276 -0.16
C 2.255 1.332 1.083 -0.14
C 0.993 1.581 1.881 -0.13
N 0.090 0.389 1.838 -0.15
C 0.253 -0.571 2.947 -0.15
H -0.536 -2.567 3.236 0.12
H -1.574 -1.313 3.826 0.13
H -2.399 -0.701 1.671 0.12
H -2.583 -2.420 1.948 0.14
H -1.943 -1.837 -0.233 0.14
H -0.671 -3.531 -0.730 0.14
H -1.124 -3.969 0.915 0.14
H 1.369 -4.138 0.506 0.15
H 0.993 -2.990 1.782 0.11
H 1.603 -2.373 -0.991 0.15
H 3.442 -2.809 0.507 0.14
H 2.831 -1.509 1.501 0.10
H 4.245 -1.419 -1.172 0.13
H 4.516 -0.473 0.256 0.13
H 2.516 -0.073 -2.006 0.12
H 3.696 1.046 -1.342 0.14
H 1.522 1.660 -0.801 0.14
H 2.863 2.236 1.021 0.15
H 2.861 0.562 1.554 0.11
H 0.433 2.413 1.451 0.13
H 1.226 1.841 2.914 0.14
H -0.854 0.780 1.895 0.10
H 0.318 -0.035 3.895 0.14
H 1.208 -1.075 2.804 0.10
O -0.187 -0.034 -2.440 0.02
C -0.995 0.815 -2.030 -0.40
N -1.114 0.935 -0.652 -0.05
C -2.051 1.934 -0.329 -0.38
O -2.309 2.253 0.803 0.13
C -2.543 2.459 -1.637 -0.08
C -3.472 3.440 -1.897 0.03
C -3.752 3.711 -3.237 -0.01
C -3.119 3.022 -4.268 -0.02
C -2.176 2.032 -4.002 0.03
C -1.902 1.767 -2.675 -0.09
H -3.969 3.973 -1.097 0.14
H -4.479 4.474 -3.482 0.12
H -3.364 3.261 -5.294 0.12
H -1.682 1.496 -4.801 0.13

Most stable structure, least stable structure: B, A.

## A
9
Properties=species:S:1:pos:R:3:lowdin_charge:R:1 method="wB97M-V/def2-TZVPD" smiles="O=CO.SS" e_homo_ev=-8.42 lumo_energy_ev=0.2 homo_lumo_gap_ev=8.6267
S -1.443 1.098 -0.555 0.23
S -2.305 0.199 -2.218 0.23
H -0.478 1.697 -1.252 -0.20
H -2.836 -0.828 -1.543 -0.21
O 1.710 -0.440 -0.362 0.09
C 1.727 -0.516 0.817 -0.39
O 0.610 -0.762 1.580 0.01
H 2.645 -0.464 1.432 0.14
H 0.369 0.016 2.102 0.10

## B
9
Properties=species:S:1:pos:R:3:lowdin_charge:R:1 method="wB97M-V/def2-TZVPD" e_homo_ev=-7.47 lumo_energy_ev=-0.2 homo_lumo_gap_ev=7.2290
C 0.755 -0.940 -0.483 -0.57
O 0.065 -2.065 -0.394 -0.01
O -0.099 1.132 0.818 -0.12
S 3.208 0.547 -0.358 -0.01
S 2.063 -0.714 0.546 0.40
H 0.719 -0.354 -1.412 0.09
H 0.017 -2.541 0.423 0.10
H -1.072 1.312 0.762 0.08
H 0.240 1.871 1.329 0.05

Most stable structure, least stable structure: A, B.

## A
17
Properties=species:S:1:pos:R:3:lowdin_charge:R:1 method="wB97M-V/def2-TZVPD" e_homo_ev="-6.81 / -8.20" lumo_energy_ev="-0.3 / 0.5" homo_lumo_gap_ev="6.4863 / 8.7167"
C 0.307 -0.027 0.060 -0.40
C 0.400 -0.744 2.319 -0.40
C -0.677 0.564 -1.963 -0.25
N 1.557 -0.261 -0.336 0.14
N -0.251 0.023 3.203 0.08
C -1.831 1.083 -2.352 -0.04
O 0.330 0.152 -2.804 -0.07
N -0.782 -0.082 0.517 0.21
N 1.237 -1.642 2.508 0.10
H 0.039 0.137 -3.735 0.11
H 2.279 0.204 0.200 0.12
H 1.655 -0.220 -1.352 0.09
H -1.045 0.549 2.878 0.08
H -0.227 -0.234 4.184 0.10
H 1.655 -2.105 1.710 0.04
H -2.598 1.324 -1.630 0.04
H -2.049 1.280 -3.407 0.05

## B
17
Properties=species:S:1:pos:R:3:lowdin_charge:R:1 method="wB97M-V/def2-TZVPD" e_homo_ev=-8.42 lumo_energy_ev=-0.8 homo_lumo_gap_ev=7.6155
C 0.794 0.295 -2.580 -0.14
C -0.512 -0.015 -0.330 -0.34
C -1.281 0.040 1.684 -0.49
C 0.201 -0.132 1.844 -0.15
H 1.748 0.580 -1.463 0.18
H 0.431 1.596 -3.223 0.18
H 1.278 -0.655 -3.234 0.10
H -1.361 -0.117 -2.240 0.20
H -2.903 -0.009 1.786 0.11
H 0.448 0.726 2.589 0.17
H 0.547 -1.088 1.912 0.09
H 2.669 -0.799 1.100 0.34
N -0.409 0.149 -1.674 -0.08
N -1.685 0.085 0.316 0.12
N -2.138 0.126 2.683 0.09
N 0.610 0.068 0.568 -0.22
O 1.563 -0.852 0.261 -0.16

Most stable structure, least stable structure: A, B.

## A
54
Properties=species:S:1:pos:R:3:lowdin_charge:R:1 method="wB97M-V/def2-TZVPD" e_homo_ev="-19.57 / -21.74" s_squared=6.0473 lumo_energy_ev="-12.6 / -16.1" spin_multiplicity=5 homo_lumo_gap_ev="6.9356 / 5.6748" total_charge=+4
N 3.144 -0.546 -1.748 0.15
C 3.989 -0.780 -0.980 -0.22
C 5.015 -1.482 -0.228 -0.02
H 5.078 -1.121 0.813 0.10
H 6.003 -1.410 -0.725 0.13
H 4.690 -2.535 -0.250 0.11
N -0.752 1.456 -2.925 0.11
C -0.887 1.853 -4.034 -0.10
C -1.734 1.623 -5.178 0.00
H -1.165 1.659 -6.113 0.12
H -2.558 2.348 -5.183 0.12
H -2.125 0.606 -5.011 0.12
N -1.250 3.183 0.996 0.14
C -0.984 3.404 2.115 -0.21
C -1.164 3.679 3.525 -0.02
H -2.191 3.350 3.749 0.11
H -1.088 4.760 3.747 0.12
H -0.438 3.115 4.130 0.10
Os 0.588 1.440 -0.987 1.26
C -1.110 0.964 -0.310 -0.42
O -2.197 0.619 -0.050 0.15
C 0.543 -0.400 -1.383 -0.41
O 0.394 -1.526 -1.670 0.15
C 2.790 2.158 -1.807 -0.07
C 2.668 2.202 -0.412 -0.16
C 1.693 3.038 0.179 -0.16
C 0.843 3.787 -0.648 -0.09
C 0.796 3.508 -2.010 -0.12
C 1.758 2.659 -2.589 -0.12
H 3.566 1.608 -2.320 0.13
H 3.324 1.613 0.231 0.13
H 1.619 3.089 1.266 0.13
H 0.104 4.477 -0.266 0.13
H 0.032 3.981 -2.609 0.14
H 1.748 2.429 -3.646 0.15
C 0.842 -3.473 0.997 0.04
N -0.296 -2.706 1.465 -0.01
C -0.399 -1.357 1.680 -0.54
Se 0.856 -0.053 1.374 1.17
N -1.655 -1.149 2.180 0.19
C -2.343 -2.354 2.267 -0.11
C -3.703 -2.599 2.423 0.17
C -4.174 -3.882 2.113 0.08
C -3.294 -4.879 1.690 0.07
C -1.926 -4.627 1.575 0.16
C -1.484 -3.333 1.830 -0.10
H 0.923 -4.334 1.675 0.13
H 1.745 -2.860 1.044 0.09
H 0.699 -3.831 -0.033 0.13
H -2.024 -0.231 2.396 0.18
H -4.346 -1.799 2.761 0.16
H -5.236 -4.108 2.190 0.16
H -3.699 -5.851 1.431 0.16
H -1.229 -5.384 1.271 0.16

## B
54
Properties=species:S:1:pos:R:3:lowdin_charge:R:1 method="wB97M-V/def2-TZVPD" e_homo_ev="-19.61 / -21.37" s_squared=6.0435 lumo_energy_ev="-12.9 / -16.4" spin_multiplicity=5 homo_lumo_gap_ev="6.7110 / 5.0152" total_charge=+4
N 2.038 3.684 -0.561 0.15
C 1.236 4.487 -0.312 -0.25
C 0.236 5.537 -0.127 -0.05
H -0.784 5.103 -0.233 0.09
H 0.365 6.310 -0.894 0.11
H 0.339 6.015 0.859 0.10
N 2.335 -1.775 -0.845 0.12
C 3.332 -2.284 -1.142 -0.15
C 4.567 -2.997 -1.339 0.00
H 5.147 -2.478 -2.126 0.12
H 4.349 -4.016 -1.701 0.12
H 5.133 -3.030 -0.385 0.13
N -2.582 -3.183 -0.555 0.15
C -3.649 -2.822 -0.275 -0.25
C -5.030 -2.402 -0.032 -0.05
H -5.457 -2.930 0.836 0.10
H -5.641 -2.633 -0.917 0.11
H -5.062 -1.302 0.133 0.09
Os 0.345 -0.244 -0.837 1.33
C -0.150 -1.568 0.441 -0.28
O -0.388 -2.329 1.290 0.13
C 1.408 0.724 0.421 -0.27
O 1.992 1.236 1.287 0.15
C 0.526 1.320 -2.594 -0.03
C -0.695 1.309 -1.912 -0.22
C -1.470 0.136 -1.907 -0.22
C -0.994 -0.986 -2.597 -0.05
C 0.359 -1.065 -2.931 -0.11
C 1.153 0.099 -2.873 -0.13
H 1.040 2.262 -2.692 0.14
H -1.047 2.194 -1.395 0.11
H -2.412 0.107 -1.377 0.11
H -1.649 -1.842 -2.671 0.14
H 0.819 -2.004 -3.218 0.15
H 2.213 0.033 -3.082 0.15
C 0.089 2.589 3.610 0.03
N -0.536 1.285 3.706 -0.02
C -1.266 0.632 2.751 -0.61
Se -1.757 1.330 1.165 1.19
N -1.606 -0.579 3.307 0.19
C -1.221 -0.628 4.642 -0.11
C -1.211 -1.680 5.543 0.16
C -0.449 -1.500 6.705 0.08
C 0.218 -0.284 6.968 0.08
C 0.143 0.784 6.069 0.16
C -0.555 0.564 4.895 -0.10
H -0.187 3.175 4.497 0.14
H -0.287 3.054 2.702 0.07
H 1.185 2.500 3.563 0.13
H -2.035 -1.358 2.808 0.18
H -1.775 -2.582 5.298 0.17
H -0.360 -2.313 7.418 0.16
H 0.808 -0.186 7.880 0.16
H 0.614 1.756 6.218 0.17

Most stable structure, least stable structure: B, A.

## A
13
Properties=species:S:1:pos:R:3:lowdin_charge:R:1 method="wB97M-V/def2-TZVPD" e_homo_ev=-8.52 lumo_energy_ev=0.3 homo_lumo_gap_ev=8.7753
C 0.890 -0.350 0.019 -0.73
C 0.002 0.287 -1.009 -0.58
C -0.292 0.308 1.035 -0.42
C -1.535 -0.278 0.522 -0.19
C -1.490 -0.213 -0.779 -0.09
H 3.287 -0.995 0.501 -0.05
H 0.794 -1.569 0.175 0.15
H 0.557 0.467 -2.013 0.12
H -0.005 0.642 2.139 0.14
H -2.421 -0.466 0.947 0.06
H -2.543 0.044 -1.450 0.19
S 2.641 0.258 -0.082 0.62
S 0.115 1.865 -0.005 0.78

## B
13
Properties=species:S:1:pos:R:3:lowdin_charge:R:1 method="wB97M-V/def2-TZVPD" smiles="C1=CS[C@@H]2C[C@@H]2S1" e_homo_ev=-8.45 lumo_energy_ev=0.8 homo_lumo_gap_ev=9.2635
C 0.022 0.755 -1.611 -0.22
C 0.855 0.741 -0.408 -0.64
C -0.281 -0.136 1.901 -0.45
C -1.000 -1.173 1.478 -0.41
C 0.199 -0.545 -0.922 -0.61
H -0.869 1.167 -1.569 0.04
H 0.474 1.050 -2.570 0.12
H 1.946 0.937 -0.742 0.14
H 0.176 0.258 2.925 0.08
H -1.475 -1.905 1.943 0.00
H 0.909 -1.300 -1.174 0.09
S 0.301 1.403 1.070 0.91
S -1.257 -1.254 -0.322 0.93

Most stable structure, least stable structure: B, A.